No. 1
The following is a DFT calculation (the ωB97M-V functional and the def2-TZVPD basis) of H43O21 as an isolated structure at a distorted geometry.

CARTESIAN COORDINATES (ANGSTROEM)
O (-2.62109, -3.10613, 2.37746)
H (0.30852, 2.10566, 4.36037)
H (0.98055, -0.60188, -2.49017)
O (1.88394, -0.14169, 3.47062)
H (2.32720, -0.38653, 2.65047)
H (-0.26149, 0.69854, -5.52074)
O (-2.15507, -1.62817, -1.34128)
H (-1.35212, -2.06630, -1.66111)
H (-1.66897, -0.03316, -3.23600)
O (-0.54504, 4.36180, 0.07884)
H (-1.51358, 1.59519, -3.66366)
H (4.67378, -2.07126, -1.32734)
O (1.10059, 3.79023, -2.24959)
H (1.23638, -1.33501, -0.04288)
H (0.46429, 3.30883, -2.78181)
O (-1.83397, 0.87883, -3.11946)
H (0.02152, 3.16332, 3.33959)
H (3.60168, 2.44058, -1.45682)
O (-0.15967, -5.59713, 0.26546)
H (1.54516, 3.20871, -1.62871)
H (2.86265, 4.47226, 0.90441)
O (0.24568, 1.41072, -5.10601)
H (-3.34898, -2.76584, 2.90382)
H (1.67542, 4.39591, 0.13751)
O (1.33884, 1.04893, 1.13028)
H (-4.27158, 0.20220, -0.06151)
H (2.18668, 1.43298, 0.86962)
O (1.85433, -1.75000, -0.66114)
H (-0.52988, 5.13931, -0.48141)
H (-1.51934, 1.99631, 1.70268)
O (-2.99065, 0.61144, 3.67305)
H (-2.69348, 1.05942, 4.47988)
H (0.45797, -5.37582, -0.42752)
O (0.70145, -3.32848, -2.40802)
H (1.28752, -3.38683, -1.62894)
H (0.11847, -5.32554, 1.13824)
O (-5.19238, 0.32519, 0.12241)
H (1.25478, 0.76041, 2.07617)
H (-5.55824, 1.16221, 0.33765)
O (3.06958, 1.66436, -1.21893)
H (3.05962, 1.27436, -2.10572)
H (0.42085, 0.93989, -4.26958)
O (0.13888, -0.65208, -2.96298)
H (-1.20609, 0.71482, 1.04455)
H (2.50612, 0.40569, 3.95483)
O (-1.54905, -0.71716, 1.01427)
H (-2.64582, -0.25126, 3.92178)
O (1.07546, -3.57148, 3.18848)
H (1.71784, -4.27988, 3.10230)
H (0.28657, -3.96297, 3.43003)
O (-0.96356, 1.73395, 0.95223)
H (0.20125, 1.60013, 0.93611)
H (-2.99328, -3.39972, 1.53902)
O (4.01031, -2.08171, -2.03773)
H (2.23125, -2.49950, -0.19515)
H (-0.00675, -3.90864, -2.09340)
O (1.90908, 4.42637, 1.07584)
H (3.69790, -1.20013, -1.78462)
H (-1.46796, 4.35651, 0.35417)
O (0.51950, 2.35037, 3.45401)
H (-2.22057, -0.84920, -1.90966)
H (0.37573, -1.23954, -3.69628)
H (-1.84242, -1.27650, 1.70570)
H (-2.02304, -0.81426, 0.14721)

Summary:
Orbital gap ... 10.7 eV
Net charge ... +1
Energy ... -43687.81865 eV
Spin multiplicity ... 1



No. 2
The following is a DFT calculation (the ωB97M-V functional and the def2-TZVPD basis) of one molecule with the formula C3H4P2 at a distorted geometry.

CARTESIAN COORDINATES (ANGSTROEM)
P (-1.87914, -0.32619, -0.09431)
C (-0.53342, 0.64335, 0.59399)
C (0.47033, 0.67896, -0.57971)
P (1.69724, -0.35042, 0.17773)
C (-0.11750, -0.66652, -0.33677)
H (-2.08467, -0.91862, 1.21934)
H (-0.31558, 0.68309, 1.62694)
H (0.30791, 1.13162, -1.53289)
H (2.45484, -0.87527, -1.07432)

Summary:
Orbital gap ... 8.9 eV
Energy ... -21748.26319 eV
Structure (SMILES) ... P1[C@@H]2[C@H]3PC123
Spin multiplicity ... 1



No. 3
The following is a DFT calculation (the ωB97M-V functional and the def2-TZVPD basis) of a 2-piece molecular cluster, C2H7N2O overall at a distorted geometry.

CARTESIAN COORDINATES (ANGSTROEM)
C (-0.01564, 0.96410, 0.99209)
C (-0.95146, -0.82628, -0.43186)
N (1.28046, -0.49649, -0.57070)
N (-0.00655, 0.11353, -0.09443)
O (2.28328, 0.01021, 0.01740)
H (1.09997, 0.98065, 1.39829)
H (-0.43041, 1.95427, 0.66121)
H (-0.76943, 0.58335, 1.75463)
H (-0.34550, -1.46634, -1.19653)
H (-1.35012, -1.41080, 0.39537)
H (-1.88834, -0.48849, -0.88404)
H (1.09374, 0.08229, -2.04144)

Summary:
Orbital gap ... 5.8 eV
Net charge ... -1
Energy ... -7210.00084 eV
Spin multiplicity ... 1



No. 4
The following is a DFT calculation (the ωB97M-V functional and the def2-TZVPD basis) of a 6-piece molecular cluster, C46H65BrN8O2PSSi overall at a distorted geometry.

CARTESIAN COORDINATES (ANGSTROEM)
C (-4.14550, 2.00575, 2.83799)
C (-4.62397, 0.81868, 1.96788)
C (-3.46290, 0.19988, 1.25326)
N (-2.47867, -0.15814, 2.06068)
N (-1.39251, -0.66690, 1.53146)
C (-0.35276, -1.03946, 2.50864)
C (0.69987, 0.06574, 2.62391)
O (0.37847, 1.04584, 3.56812)
Si (0.66419, 0.68797, 5.19638)
C (1.61289, -0.90841, 5.42424)
C (1.50710, 2.06392, 6.12346)
C (-1.01895, 0.44630, 6.00165)
C (-1.18288, -0.84178, 0.22646)
P (0.39106, -1.55678, -0.40056)
S (0.22938, -3.46577, -0.68396)
C (-2.20611, -0.52076, -0.68192)
C (-2.01862, -0.79709, -2.14526)
C (-1.54981, 0.42654, -2.95211)
C (-1.59122, 0.10401, -4.46170)
C (-0.28943, 0.41028, -5.21113)
N (-0.51770, 1.23931, -6.41471)
C (-0.56578, 0.43190, -7.63416)
C (0.51012, 2.24071, -6.51842)
C (0.05995, 3.61919, -6.15534)
O (1.61810, 1.98288, -6.86397)
C (-3.39196, 0.01915, -0.15791)
C (-4.53853, 0.39148, -1.06590)
Br (-4.68667, 2.32458, -1.17120)
C (-5.84258, -0.39732, -0.73943)
C (-7.12245, 0.41696, -0.63232)
H (-3.93377, 1.70253, 3.85581)
H (-3.21470, 2.39626, 2.43218)
H (-4.85625, 2.82203, 2.79807)
H (-5.32615, 1.21451, 1.25636)
H (-5.12022, 0.06819, 2.57717)
H (-0.86833, -1.20462, 3.44657)
H (0.07874, -1.99336, 2.21503)
H (0.72443, 0.56281, 1.65078)
H (1.69230, -0.36552, 2.74676)
H (1.78917, -1.04004, 6.48763)
H (1.09632, -1.76935, 5.00480)
H (2.60545, -0.80145, 4.98798)
H (1.77915, 1.64024, 7.09051)
H (2.42481, 2.43288, 5.68016)
H (0.80509, 2.86873, 6.32645)
H (-0.87542, 0.16284, 7.04102)
H (-1.62072, 1.35058, 5.96327)
H (-1.55339, -0.34420, 5.47768)
H (1.44015, -1.16543, 0.44028)
H (0.59888, -0.88241, -1.60484)
H (-1.33176, -1.62457, -2.31032)
H (-2.95152, -1.13867, -2.57775)
H (-0.54625, 0.71328, -2.65071)
H (-2.24794, 1.24119, -2.77869)
H (-1.82039, -0.95163, -4.60600)
H (-2.40520, 0.64745, -4.93029)
H (0.43878, 0.91185, -4.57632)
H (0.18447, -0.51652, -5.53670)
H (-1.44496, -0.20570, -7.60429)
H (0.32722, -0.17783, -7.77546)
H (-0.67834, 1.09125, -8.48961)
H (-0.72734, 3.55248, -5.41202)
H (-0.36319, 4.06717, -7.05277)
H (0.88720, 4.22319, -5.80423)
H (-4.24613, 0.09251, -2.05583)
H (-5.70685, -0.94616, 0.18891)
H (-6.00387, -1.15209, -1.50359)
H (-7.49169, 0.78365, -1.58440)
H (-7.04436, 1.25093, 0.05686)
H (-7.89430, -0.23960, -0.23814)
N (4.06591, -0.12995, 1.56225)
C (4.33643, -1.35757, 2.00798)
C (5.53858, -2.00932, 1.78773)
C (6.51757, -1.35247, 1.06047)
C (6.25429, -0.07683, 0.58818)
C (5.02001, 0.48763, 0.86613)
H (3.54740, -1.84084, 2.57766)
H (5.70182, -3.00385, 2.17843)
H (7.47060, -1.82653, 0.86630)
H (6.99003, 0.47230, 0.01752)
H (4.77877, 1.48670, 0.51989)
N (-3.39387, -4.15934, -3.39552)
C (-3.84799, -4.54058, -4.58834)
C (-3.09172, -5.24281, -5.51405)
C (-1.78465, -5.56484, -5.18709)
C (-1.29315, -5.17480, -3.95185)
C (-2.13482, -4.48267, -3.09441)
H (-4.87318, -4.26667, -4.81015)
H (-3.51763, -5.52769, -6.46602)
H (-1.16045, -6.11019, -5.88289)
H (-0.27829, -5.40224, -3.65462)
H (-1.77854, -4.15802, -2.12223)
N (-8.27680, -2.51356, -2.51706)
C (-9.55529, -2.66390, -2.85974)
C (-9.99042, -3.51122, -3.86621)
C (-9.04520, -4.24625, -4.56043)
C (-7.71065, -4.10355, -4.21868)
C (-7.37882, -3.22960, -3.19481)
H (-10.26542, -2.07131, -2.29369)
H (-11.04341, -3.59144, -4.09653)
H (-9.34287, -4.91981, -5.35332)
H (-6.94261, -4.66078, -4.73586)
H (-6.34179, -3.09913, -2.89933)
N (4.69063, 0.47040, 5.50201)
C (4.82811, 1.43884, 4.59618)
C (6.02809, 2.07789, 4.32863)
C (7.15216, 1.69375, 5.04054)
C (7.02719, 0.69155, 5.98968)
C (5.78080, 0.11519, 6.18051)
H (3.92464, 1.71262, 4.05940)
H (6.08231, 2.86039, 3.58363)
H (8.10260, 2.17756, 4.85949)
H (7.87658, 0.36298, 6.57231)
H (5.64269, -0.67386, 6.91209)
N (8.85055, 4.42673, 3.94577)
C (8.70973, 5.74691, 4.04827)
C (9.24269, 6.64870, 3.13994)
C (9.96506, 6.15377, 2.06674)
C (10.12263, 4.78267, 1.94545)
C (9.54638, 3.96743, 2.90690)
H (8.14182, 6.09425, 4.90418)
H (9.09529, 7.71120, 3.27379)
H (10.39904, 6.82522, 1.33743)
H (10.68031, 4.35288, 1.12497)
H (9.64561, 2.88801, 2.84589)

Summary:
Orbital gap ... 6.9 eV
Net charge ... +1
Energy ... -162810.80483 eV
Spin multiplicity ... 1



No. 5
The following is a DFT calculation (the ωB97M-V functional and the def2-TZVPD basis) of one molecule with the formula C5H7NO at a distorted geometry.

CARTESIAN COORDINATES (ANGSTROEM)
N (1.71287, -1.72538, 0.47028)
C (0.99859, -0.74099, 0.16871)
O (1.50210, 0.39467, -0.48428)
C (0.56434, 1.37257, -0.47542)
C (-0.54185, 1.01372, 0.36751)
C (-1.47657, -0.83365, -0.51485)
C (-0.47875, -0.52890, 0.48192)
H (2.68386, -1.57325, 0.19417)
H (0.66544, 2.13940, -1.23626)
H (0.29460, 1.66651, 0.96388)
H (-1.47417, 1.56566, 0.37107)
H (-1.31397, -0.56884, -1.55414)
H (-2.42809, -1.25976, -0.22463)
H (-0.70840, -0.92175, 1.47203)

Summary:
Orbital gap (alpha / beta) ... 6.6 / 8.8 eV
Energy ... -8830.63717 eV
Spin multiplicity ... 1



No. 6
The following is a DFT calculation (the ωB97M-V functional and the def2-TZVPD basis) of C8H84AsF6O34 as an isolated structure at a distorted geometry.

CARTESIAN COORDINATES (ANGSTROEM)
As (1.21346, -0.14504, 1.76711)
F (0.06390, -1.46253, 1.90003)
F (-0.06822, 0.72705, 0.96124)
F (2.21199, 1.30547, 1.70422)
F (2.44997, -0.92521, 2.70183)
F (1.77099, -0.65935, 0.18360)
F (0.38347, 0.53372, 3.21579)
C (-3.99459, 0.70412, 3.06155)
O (-2.97371, 0.30928, 2.16974)
H (-3.80600, 1.59740, 3.57653)
H (-4.98649, 0.74667, 2.57000)
H (-4.15309, -0.10520, 3.80818)
H (-3.32191, -0.39393, 1.56410)
C (-2.46510, -5.65558, -5.09068)
O (-1.54005, -4.75901, -4.55624)
H (-3.06119, -5.14009, -5.86244)
H (-1.90345, -6.52209, -5.53510)
H (-3.08162, -5.97976, -4.26235)
H (-0.80830, -4.48455, -5.12631)
C (-1.79162, -4.49222, 2.56830)
O (-2.66749, -4.17057, 3.63512)
H (-0.84828, -4.70675, 3.13625)
H (-2.05515, -5.35880, 2.00209)
H (-1.63710, -3.63901, 1.89021)
H (-3.53949, -4.14672, 3.21779)
C (2.14711, 1.96806, 5.69383)
O (1.48493, 3.24703, 6.02227)
H (1.81706, 1.19603, 6.48630)
H (1.87221, 1.55223, 4.67545)
H (3.18057, 2.08608, 5.76800)
H (0.62075, 3.17208, 5.56054)
C (2.61767, 1.70990, -6.47112)
O (3.29000, 1.42584, -5.24879)
H (1.51745, 1.44104, -6.36793)
H (2.71059, 2.81348, -6.63639)
H (3.05935, 1.22566, -7.33538)
H (3.06149, 0.52387, -5.02540)
C (3.60939, 4.41337, 1.16418)
O (3.74209, 5.46567, 2.07116)
H (2.77302, 3.74602, 1.37642)
H (3.50918, 4.76231, 0.15026)
H (4.51080, 3.79915, 1.28165)
H (2.91222, 5.58868, 2.54583)
C (-0.28796, 2.08634, -3.76867)
O (-0.31682, 1.21958, -4.94667)
H (0.66224, 2.06134, -3.23685)
H (-0.42355, 3.16088, -4.05049)
H (-0.96397, 1.81719, -2.93119)
H (-0.06840, 0.30591, -4.65659)
C (1.50939, -2.52060, 5.81923)
O (0.40470, -1.66663, 6.02641)
H (1.93979, -2.34698, 4.83713)
H (2.17479, -2.48684, 6.76457)
H (1.11661, -3.53562, 5.82984)
H (-0.28039, -1.78333, 5.35001)
O (0.37061, -1.31922, -3.93506)
H (1.27817, -1.22913, -3.57999)
H (-0.08693, -1.92600, -3.31418)
O (-5.06214, 4.04062, 1.64468)
H (-4.37631, 3.49424, 1.20483)
H (-4.55542, 4.52800, 2.33331)
O (-0.19277, 3.29239, -0.19134)
H (0.00363, 2.35237, -0.05352)
H (-0.33512, 3.66516, 0.66195)
O (-0.59144, 0.53731, 7.31820)
H (-0.12521, 1.33133, 7.54326)
H (-0.02879, 0.03393, 6.76863)
O (4.68795, 5.63479, -2.63564)
H (5.29849, 5.25677, -1.98144)
H (4.20770, 4.85193, -2.90054)
O (0.44872, -3.36014, -5.77145)
H (0.11970, -2.48990, -5.47307)
H (1.25950, -3.57464, -5.21858)
O (4.19477, -3.17698, -0.98102)
H (4.78254, -2.44536, -0.88417)
H (3.38501, -2.99162, -0.46001)
O (-3.36010, 1.33803, -4.59661)
H (-2.56144, 1.26044, -5.15657)
H (-4.04922, 1.79815, -5.10409)
O (3.13115, -1.09298, -3.86705)
H (2.96814, -2.06356, -4.00163)
H (3.48845, -1.14372, -2.94320)
O (-0.33283, 4.05562, 2.46818)
H (-0.31396, 4.80362, 3.07892)
H (-0.40728, 3.25711, 3.09076)
O (-3.20356, 2.32743, 0.20515)
H (-2.41161, 2.79565, -0.05309)
H (-2.85706, 1.63213, 0.81297)
O (2.61244, 5.87600, 4.81104)
H (2.25270, 5.14936, 5.32872)
H (3.45005, 5.57899, 4.49578)
O (-0.94296, 2.20628, 4.77534)
H (-0.94260, 1.66408, 5.60410)
H (-0.56166, 1.65155, 4.11741)
O (5.74347, -0.76004, -0.59503)
H (6.33429, -0.53438, 0.08388)
H (5.27004, 0.08052, -0.78255)
O (3.28737, 3.10478, -2.80427)
H (3.04397, 2.63559, -3.62136)
H (2.47697, 3.44765, -2.56167)
O (-4.60684, -4.44099, 1.12001)
H (-5.27130, -5.10809, 0.85633)
H (-4.81253, -3.57746, 0.66132)
O (-2.48925, -0.83682, -2.40831)
H (-1.81485, -0.44392, -3.00064)
H (-3.21170, -0.19367, -2.24741)
O (-1.94688, -1.62072, 4.72091)
H (-2.18577, -2.41745, 4.19881)
H (-1.93645, -0.81837, 4.14172)
O (-4.46809, 0.49634, -1.28102)
H (-5.40719, 0.74611, -1.26553)
H (-3.90336, 1.14322, -0.85428)
O (-1.88474, -2.47035, -0.38899)
H (-1.32364, -2.06846, 0.32146)
H (-2.05483, -1.76702, -1.05670)
O (4.19705, 1.19753, -1.06400)
H (3.92961, 1.86542, -1.71315)
H (3.82025, 1.45682, -0.20765)
O (-6.66061, 2.35778, -0.19100)
H (-6.69497, 3.13076, 0.36659)
H (-6.84980, 1.57583, 0.30051)
O (4.08801, -5.41767, -2.85928)
H (4.87144, -5.41400, -3.46560)
H (4.23571, -4.68243, -2.19661)
O (-4.15205, -1.63930, 0.44569)
H (-3.37980, -2.13335, 0.11151)
H (-4.31748, -0.96216, -0.26189)
O (2.12838, -3.84374, -3.81973)
H (1.37198, -3.92281, -3.23520)
H (2.82635, -4.52370, -3.54823)
O (-0.41136, -3.43453, -2.34512)
H (-1.02631, -3.42493, -1.56325)
H (-0.74969, -4.00701, -3.09936)

Summary:
Orbital gap ... 9.9 eV
Net charge ... -1
Energy ... -156426.78173 eV
Spin multiplicity ... 1